(1)
Entry from the OMol25 dataset: a molecular structure, C17H53N16O11 (ωB97M-V/def2-TZVPD).

Geometry (Å):
C  -0.03  0.23  0.27
C  0.02  1.37  -0.71
O  -0.85  2.27  -0.71
O  1.05  1.43  -1.45
H  -1.05  -0.04  0.56
H  0.68  0.39  1.08
H  0.42  -0.67  -0.16
C  -3.61  -0.88  4.91
C  -3.62  0.63  4.98
C  -2.71  1.40  3.97
O  -3.28  1.21  2.61
C  -2.47  0.82  1.52
N  -5.00  1.01  4.92
H  -4.07  -1.10  3.94
H  -4.30  -1.32  5.62
H  -2.60  -1.29  4.94
H  -3.41  0.82  6.03
H  -1.74  0.93  3.89
H  -2.59  2.45  4.25
H  -1.81  1.58  1.11
H  -3.19  0.52  0.76
H  -1.79  -0.02  1.68
H  -5.18  0.78  3.95
H  -5.00  2.01  4.83
C  -1.56  -2.32  -0.20
C  -0.37  -3.10  0.31
C  0.31  -3.70  -1.00
O  -0.64  -4.42  -1.84
C  -0.58  -5.85  -1.75
N  0.45  -2.26  1.20
H  -1.35  -1.39  -0.72
H  -2.35  -2.04  0.50
H  -2.15  -3.02  -0.79
H  -0.80  -3.88  0.93
H  1.18  -4.30  -0.74
H  0.54  -2.74  -1.46
H  -1.45  -6.21  -2.31
H  -0.56  -6.24  -0.74
H  0.41  -6.06  -2.16
H  0.80  -1.39  0.83
H  1.17  -2.74  1.71
C  3.00  0.52  0.32
O  2.16  -0.41  0.51
N  4.30  0.44  0.47
N  2.71  1.62  -0.26
H  4.78  1.17  -0.05
H  4.70  -0.13  1.21
H  3.26  2.44  -0.46
H  1.71  1.73  -0.33
C  3.14  0.38  -2.87
O  4.09  -0.19  -3.29
N  2.09  -0.30  -2.56
N  3.02  1.71  -2.78
H  2.16  -1.28  -2.30
H  1.56  0.43  -2.11
H  3.85  2.29  -2.78
H  2.14  2.09  -2.47
C  2.42  -1.29  3.02
O  2.45  -1.72  4.12
N  1.66  -0.26  2.69
N  2.93  -1.74  1.93
H  1.13  0.30  3.34
H  1.75  -0.05  1.70
H  3.39  -2.63  1.84
H  3.03  -1.13  1.12
C  2.46  -2.62  -1.56
O  1.56  -2.39  -2.33
N  2.90  -1.79  -0.69
N  3.16  -3.68  -1.53
H  3.70  -2.12  -0.17
H  2.28  -1.01  -0.55
H  3.92  -3.93  -0.91
H  2.76  -4.45  -2.05
C  -3.41  0.60  -1.63
O  -4.53  0.29  -1.92
N  -2.59  -0.30  -1.01
N  -2.76  1.76  -1.70
H  -2.85  -1.22  -0.70
H  -1.68  0.05  -0.76
H  -3.33  2.57  -1.93
H  -1.85  1.97  -1.33
C  0.51  3.22  -3.83
O  1.02  3.48  -4.90
N  -0.42  3.92  -3.33
N  0.98  2.29  -3.19
H  -0.75  3.65  -2.41
H  -0.99  4.45  -3.97
H  0.53  1.86  -2.40
H  1.65  1.71  -3.67
C  -0.81  4.88  -0.77
O  -0.87  6.07  -0.71
N  0.25  4.15  -0.37
N  -1.88  4.15  -1.18
H  0.89  4.73  0.14
H  0.30  3.15  -0.53
H  -1.73  3.15  -1.29
H  -2.77  4.57  -1.38

Summary:
- net charge = -1
- relative energy (zero: lowest compared OMol25 entry of this formula, charge and spin) (eV) = 35.669
- spin multiplicity = 1
- LUMO level (eV) = 1.77
- frontier orbital gap (eV) = 7.604

(2)
Entry from the OMol25 dataset: 2 unconnected molecules or ions with the total composition C3H5ClN2 (ωB97M-V/def2-TZVPD).

Geometry (Å):
C  1.66  -1.13  -0.87
C  -1.06  1.15  0.36
C  1.00  -0.86  0.32
N  2.27  -1.23  -1.85
N  -0.38  0.43  -0.56
Cl  -1.47  -0.42  -1.48
H  -1.72  1.90  -0.09
H  -1.79  0.58  1.00
H  -0.27  1.56  1.14
H  0.33  -1.59  0.81
H  1.44  -0.41  1.21

Summary:
- relative energy (zero: lowest compared OMol25 entry of this formula, charge and spin) (eV) = 3.878
- spin multiplicity = 1
- LUMO level (spin up / spin down) (eV) = -0.88 / -0.88
- frontier orbital gap (spin up / spin down) (eV) = 8.237 / 8.243

(3)
Entry from the OMol25 dataset: 3 unconnected molecules or ions with the total composition C25H49ClNO11P (ωB97M-V/def2-TZVPD).

Geometry (Å):
C  5.91  2.33  -0.66
C  4.62  1.96  -1.12
C  3.27  1.48  -1.98
C  1.90  1.84  -1.10
C  1.47  0.67  -0.05
C  -0.17  0.39  0.03
C  -0.95  1.48  0.97
O  -0.18  2.76  1.17
O  -0.78  3.59  0.33
C  -0.20  -0.96  1.01
O  0.43  -1.09  2.18
O  -0.98  -2.08  0.42
C  -0.91  -1.95  -1.07
P  0.61  -2.92  -1.75
O  1.85  -1.86  -2.36
Cl  -0.07  -4.05  -3.46
C  -0.93  -0.29  -1.26
N  -2.41  0.00  -1.29
C  -2.86  0.63  -2.59
C  -3.29  2.20  -2.26
C  -4.31  2.36  -0.99
H  7.07  2.61  -0.59
H  3.35  0.33  -2.18
H  3.25  2.11  -2.99
H  1.02  2.23  -1.79
H  2.21  2.79  -0.44
H  2.09  -0.30  -0.27
H  1.77  1.00  1.06
H  -1.11  1.03  2.06
H  -2.01  1.81  0.59
H  -0.59  3.29  -0.62
H  -1.80  -2.53  -1.62
H  1.46  -1.21  -3.02
H  -0.37  -0.04  -2.26
H  -2.99  -0.82  -1.00
H  -2.09  0.55  -3.47
H  -3.87  0.10  -2.94
H  -3.79  2.69  -3.23
H  -2.31  2.83  -1.99
H  -4.40  1.42  -0.30
H  -3.94  3.25  -0.29
H  -5.42  2.64  -1.30
C  -1.27  -12.11  -0.14
O  -0.67  -10.89  -0.52
C  -0.31  -10.88  -1.90
C  -0.15  -9.44  -2.40
O  -1.40  -8.80  -2.68
C  -2.17  -8.41  -1.54
C  -1.59  -7.19  -0.82
O  -0.50  -7.58  0.02
C  0.36  -6.49  0.32
H  -0.58  -12.95  -0.28
H  -1.54  -12.05  0.92
H  -2.19  -12.29  -0.71
H  -1.08  -11.39  -2.50
H  0.64  -11.41  -2.00
H  0.38  -9.47  -3.36
H  0.46  -8.84  -1.73
H  -2.33  -9.25  -0.86
H  -3.15  -8.13  -1.93
H  -2.36  -6.75  -0.17
H  -1.26  -6.45  -1.56
H  0.80  -6.08  -0.60
H  1.17  -6.86  0.95
H  -0.18  -5.71  0.86
C  0.83  4.69  3.68
O  1.43  5.92  3.29
C  1.79  5.93  1.91
C  1.95  7.37  1.41
O  0.70  8.01  1.13
C  -0.07  8.40  2.27
C  0.51  9.61  3.00
O  1.60  9.23  3.83
C  2.46  10.32  4.13
H  1.52  3.86  3.54
H  0.56  4.76  4.73
H  -0.09  4.52  3.10
H  1.02  5.42  1.31
H  2.74  5.40  1.81
H  2.48  7.33  0.45
H  2.56  7.97  2.08
H  -0.23  7.56  2.95
H  -1.05  8.68  1.88
H  -0.26  10.06  3.64
H  0.84  10.36  2.26
H  2.90  10.73  3.22
H  3.27  9.95  4.76
H  1.92  11.10  4.67

Summary:
- SMILES string = C#CCCC[C@]1(COO)C(=O)O[C@H](P(O)Cl)[C@H]1NCCC.COCCOCCOC.COCCOCCOC
- spin multiplicity = 1
- LUMO level (eV) = -0.24
- frontier orbital gap (eV) = 8.759

(4)
Entry from the OMol25 dataset: 2 unconnected molecules or ions with the total composition C3H12NOS (ωB97M-V/def2-TZVPD).

Geometry (Å):
C  -1.59  -1.23  -0.01
C  -0.41  -0.34  0.32
C  -0.46  1.11  -0.15
S  0.95  2.02  0.52
N  -0.19  -0.36  1.83
H  -1.85  -1.14  -1.06
H  -2.45  -1.02  0.62
H  -1.31  -2.28  0.12
H  0.51  -0.76  -0.08
H  -0.42  1.07  -1.24
H  -1.43  1.55  0.13
H  0.82  3.21  -0.11
H  -0.89  0.23  2.30
H  -0.24  -1.32  2.17
H  0.71  0.07  2.09
H  3.21  0.37  -2.52
H  2.50  -0.96  -2.77
O  2.54  -0.21  -2.16

Summary:
- net charge = +1
- relative energy (zero: lowest compared OMol25 entry of this formula, charge and spin) (eV) = 0.370
- spin multiplicity = 1
- LUMO level (eV) = -3.37
- frontier orbital gap (eV) = 9.850

(5)
Entry from the OMol25 dataset: a gas-phase ion, C6H9N2 (charge +1) (ωB97M-V/def2-TZVPD).

Geometry (Å):
C  1.14  -0.84  1.28
C  2.01  0.04  0.58
C  0.69  0.97  -1.25
C  -0.65  1.07  -0.82
C  -1.45  -0.25  -0.88
C  -1.39  -0.80  0.62
N  -0.12  -0.89  1.16
N  1.76  0.81  -0.53
H  1.74  -1.32  2.12
H  3.06  -0.11  0.76
H  -0.83  1.47  0.18
H  -1.26  1.70  -1.62
H  -2.50  -0.02  -1.08
H  -1.16  -1.03  -1.59
H  -1.97  -0.15  1.36
H  -1.70  -1.88  0.71
H  2.62  1.23  -0.99

Summary:
- net charge = +1
- relative energy (zero: lowest compared OMol25 entry of this formula, charge and spin) (eV) = 6.923
- spin multiplicity = 1
- LUMO level (spin up / spin down) (eV) = -6.25 / -6.27
- frontier orbital gap (spin up / spin down) (eV) = 6.895 / 6.555

E_tot
In order: -64827.5947, -18690.2335, -72526.7881, -17672.0820, -9335.3304
Unit: eV
Maximum force
In order: 0.21475, 0.10847, 0.19345, 0.02116, 0.07000
Unit: hartree/bohr